Record 1
Formula: C34H53BCl3F3GeN4O6PSV
Source: the OMol25 dataset
Level of theory: wB97M-V/def2-TZVPD

Computed properties:
- Total energy: -203094.950 eV
- Energy above the lowest of the compared OMol25 structures with the same formula, charge and spin: 181.31 kJ/mol
- Spin multiplicity: 3
- Molar mass: 974.58 g/mol
- HOMO-LUMO gap (alpha / beta): 6.5 / 6.4 eV
- HOMO level (alpha / beta): -0.258 / -0.257 Ha

Last column: Mulliken spin population.
Atoms and positions in Å:
V1 0.0292 0.1599 0.0488  1.92
C1 -3.1940 -0.3515 0.9158  0.00
O1 -1.9135 -0.8648 0.5078  0.03
C2 -2.0517 -1.8340 -0.5606  0.03
C3 -0.7539 -2.5773 -0.6673  -0.02
O2 0.3466 -1.6086 -0.6048  -0.01
C4 1.6642 -2.2356 -0.8548  0.04
C5 1.9303 -3.3642 0.1216  0.00
O3 1.3300 -3.0865 1.3450  0.01
C6 1.7642 -3.9594 2.3861  0.00
H1 -3.7921 -1.1642 1.3172  0.00
H2 -3.0242 0.3732 1.7047  -0.01
H3 -3.7029 0.1126 0.0639  0.00
H4 -2.8270 -2.5557 -0.3172  0.00
H5 -2.2882 -1.3039 -1.4797  0.00
H6 -0.6618 -3.2608 0.1665  0.00
H7 -0.7007 -3.1076 -1.6128  0.00
H8 1.6778 -2.6219 -1.8667  0.01
H9 2.3851 -1.4415 -0.7484  -0.03
H10 1.5433 -4.3069 -0.2791  0.00
H11 3.0153 -3.4550 0.2224  0.00
H12 2.8431 -3.8611 2.5400  0.00
H13 1.2373 -3.6708 3.2933  0.00
H14 1.5184 -4.9998 2.1452  0.00
F1 2.1399 3.1703 2.7063  0.00
C7 1.5351 4.1306 2.0061  -0.01
F2 2.4223 4.6428 1.1399  0.00
F3 1.1916 5.1143 2.8641  0.00
C8 0.3136 3.6074 1.2937  0.00
C9 -0.9024 4.2076 1.4576  0.01
C10 -2.0481 3.7127 0.8049  -0.01
C11 -1.9437 2.5463 0.1149  0.02
N1 -0.7598 1.9025 0.0003  0.01
C12 0.4042 2.4709 0.4504  0.01
S1 1.8215 1.7390 -0.2080  -0.01
H15 -0.9759 5.0914 2.0854  0.00
H16 -2.9998 4.2219 0.8880  0.00
H17 -2.7859 2.0837 -0.3779  0.01
C13 3.6432 -2.8845 7.4989  0.00
C14 3.4133 -1.3842 7.2589  0.00
C15 2.2041 -0.9445 8.0860  0.00
C16 4.6393 -0.5919 7.7346  0.00
C17 3.1929 -1.1427 5.7524  0.00
C18 4.1933 -1.4883 4.8341  0.00
C19 4.0395 -1.3233 3.4522  0.00
C20 2.8430 -0.7987 3.0216  0.00
O4 2.3939 -0.5717 1.7285  -0.02
B1 1.0490 -0.1029 1.8622  -0.05
O5 0.7715 0.0336 3.2269  0.00
C21 1.8698 -0.4333 3.9124  0.00
C22 2.0011 -0.5942 5.2722  0.00
H18 3.7295 -3.0878 8.5729  0.00
H19 4.5596 -3.2357 7.0127  0.00
H20 2.8028 -3.4661 7.1046  0.00
H21 2.3993 -1.1439 9.1453  0.00
H22 1.2997 -1.4950 7.8000  0.00
H23 2.0106 0.1293 7.9766  0.00
H24 4.8223 -0.7795 8.8003  0.00
H25 4.4772 0.4821 7.5964  0.00
H26 5.5406 -0.8696 7.1822  0.00
H27 5.1238 -1.9158 5.1971  0.00
H28 4.8234 -1.5985 2.7536  0.00
H29 1.1788 -0.3251 5.9254  0.00
Cl1 -3.3477 -1.7807 4.0430  0.00
Ge1 -1.2704 -2.2920 3.1785  0.00
Cl2 -0.4782 -3.4010 5.0226  0.00
Cl3 -2.0486 -4.1887 1.9753  0.00
O6 -1.0114 0.3355 -2.4290  0.07
P1 -1.3989 1.0168 -3.7025  -0.01
N2 -0.5112 0.3203 -4.8989  0.00
C23 -0.7955 0.5108 -6.3372  0.00
C24 -0.7237 -0.9042 -6.8986  0.00
C25 0.4190 -1.5260 -6.0843  0.00
C26 0.2321 -0.9478 -4.6752  0.00
N3 -1.1731 2.6464 -3.6739  0.00
C27 0.1874 3.0858 -3.2083  0.01
C28 0.5256 4.3073 -4.0818  0.00
C29 -0.3308 4.1226 -5.3424  0.00
C30 -1.6190 3.5356 -4.7821  0.00
N4 -2.9849 0.9050 -4.1477  0.00
C31 -3.5513 -0.4750 -4.1396  0.00
C32 -4.6179 -0.4337 -3.0532  0.00
C33 -5.1999 0.9805 -3.1906  0.00
C34 -4.0140 1.8569 -3.6330  0.00
H30 -0.0301 1.1368 -6.8021  0.00
H31 -1.7650 0.9844 -6.4800  0.00
H32 -0.5362 -0.9169 -7.9728  0.00
H33 -1.6610 -1.4332 -6.6991  0.00
H34 1.3779 -1.2052 -6.4979  0.00
H35 0.3964 -2.6159 -6.0806  0.00
H36 1.1855 -0.7604 -4.1839  0.00
H37 -0.3397 -1.6207 -4.0362  0.00
H38 0.9179 2.2869 -3.3482  0.00
H39 0.1718 3.3303 -2.1543  0.00
H40 1.5919 4.3584 -4.2942  0.00
H41 0.2356 5.2262 -3.5697  0.00
H42 0.1459 3.4111 -6.0239  0.00
H43 -0.5065 5.0552 -5.8796  0.00
H44 -2.2090 2.9921 -5.5192  0.00
H45 -2.2387 4.3351 -4.3708  0.00
H46 -2.7733 -1.2131 -3.9399  0.00
H47 -3.9962 -0.7060 -5.1115  0.00
H48 -4.1494 -0.5574 -2.0750  0.00
H49 -5.3691 -1.2118 -3.1802  0.00
H50 -5.6415 1.3432 -2.2631  0.00
H51 -5.9775 0.9844 -3.9548  0.00
H52 -3.6094 2.4470 -2.8118  0.00
H53 -4.3167 2.5512 -4.4132  0.00

=====

Record 2
Formula: C5H10O2
Source: the OMol25 dataset
Level of theory: wB97M-V/def2-TZVPD

Computed properties:
- Total energy: -9440.471 eV
- SMILES string: CO[C@H]1C[C@H]1CO
- Energy above the lowest of the compared OMol25 structures with the same formula, charge and spin: 248.20 kJ/mol
- Molar mass: 102.13 g/mol
- HOMO-LUMO gap: 10.4 eV
- HOMO level: -0.349 Ha

Last column: Löwdin charge in e.
Atoms and positions in Å:
C1 2.1741 0.6812 -0.2779  -0.10
O1 1.0741 0.7275 0.5974  -0.14
C2 0.4326 -0.5032 0.7264  -0.32
C3 -0.7770 -0.5371 1.5917  -0.05
C4 -0.9233 -0.7437 0.1021  -0.21
C5 -1.6151 0.3170 -0.7165  -0.24
O2 -1.3295 0.2152 -2.0996  -0.06
H1 1.8891 0.3551 -1.2889  0.09
H2 2.9554 0.0000 0.0922  0.09
H3 2.5876 1.6900 -0.3330  0.09
H4 1.1148 -1.3539 0.7564  0.15
H5 -0.9281 -1.3712 2.2709  0.10
H6 -1.1039 0.4250 1.9786  0.12
H7 -1.1148 -1.7607 -0.2349  0.14
H8 -2.7008 0.2009 -0.6360  0.13
H9 -1.3558 1.3112 -0.3237  0.12
H10 -0.3793 0.3469 -2.2054  0.07

=====

Record 3
Formula: C4H16N2O2
Source: the OMol25 dataset
Level of theory: wB97M-V/def2-TZVPD

Computed properties:
- Total energy: -11474.059 eV
- Energy above the lowest of the compared OMol25 structures with the same formula, charge and spin: 859.87 kJ/mol
- Molar mass: 124.18 g/mol
- HOMO-LUMO gap: 4.9 eV
- HOMO level: -0.340 Ha

Last column: Löwdin charge in e.
Atoms and positions in Å:
C1 -1.4545 -1.9505 -0.4128  -0.09
C2 -0.0267 -1.8793 -0.9286  -0.23
C3 0.8407 -0.9741 -0.0238  -0.19
N1 0.5700 0.4068 -0.3156  0.10
C4 0.9940 1.3046 0.7138  -0.29
N2 0.6267 2.6719 0.4865  0.05
H1 -1.8946 -2.9479 -0.3972  0.07
H2 -1.4810 -1.5330 0.5992  0.04
H3 -2.0007 -1.3036 -1.1042  0.08
H4 -0.0301 -1.5094 -1.9421  0.07
H5 0.4499 -2.8730 -0.9980  0.11
H6 0.5503 -1.1099 1.0545  0.11
H7 1.9035 -1.1925 -0.0608  0.15
H8 -1.9427 1.6873 1.1522  0.05
H9 2.0781 1.1822 0.9056  0.16
H10 0.4954 0.9474 1.6567  0.11
H11 -0.3666 2.8456 0.5165  0.02
H12 1.0541 3.0276 -0.3592  0.08
H13 -0.8581 -0.5200 3.1091  -0.01
H14 -1.9034 2.0670 1.7946  0.06
O1 -0.6735 -0.3701 2.1707  -0.27
H15 0.9549 0.7250 -1.2780  0.09
H16 1.2660 0.9267 -3.5069  -0.03
O2 0.8481 0.3712 -2.8322  -0.25

=====

Record 4
Formula: C4H10NOP
Source: the OMol25 dataset
Level of theory: wB97M-V/def2-TZVPD

Computed properties:
- Total energy: -17136.281 eV
- SMILES string: [H]/N=C(\C)OP(C)C
- Energy above the lowest of the compared OMol25 structures with the same formula, charge and spin: 66.34 kJ/mol
- Molar mass: 119.10 g/mol
- HOMO-LUMO gap: 10.1 eV
- HOMO level: -0.333 Ha

Last column: Löwdin charge in e.
Atoms and positions in Å:
C1 -1.6066 -0.4701 -0.0295  -0.60
C2 -1.7433 -1.9217 -0.4613  -0.01
C3 2.1588 -0.0772 0.8654  -0.29
C4 1.0157 2.0878 -0.3615  -0.29
N1 -2.4834 0.4194 0.1329  0.13
O1 -0.3234 -0.2274 0.1529  -0.35
P1 0.5484 0.9049 1.0423  0.92
H1 -2.8345 -2.1910 -0.4179  0.09
H2 -1.4438 -2.0202 -1.4799  0.07
H3 -1.1473 -2.5720 0.1693  0.08
H4 2.6931 0.1586 -0.0756  0.03
H5 2.1645 -1.1523 0.9859  0.02
H6 2.8502 0.1692 1.7003  0.03
H7 1.3056 1.5085 -1.3227  0.07
H8 1.9692 2.4984 -0.0845  0.01
H9 0.3103 2.8267 -0.6821  0.01
H10 -3.4334 0.0584 -0.1340  0.07